The following is a quantum chemistry calculation of an isolated ion of composition ClHNO2S2 and charge -1, from OMol25.

```
7
Properties=species:S:1:pos:R:3:forces:R:3:mulliken_charge:R:1
N -0.264176 -0.577259 0.477628 -4.007 -1.529 0.804 -0.46
O 3.239279 0.620628 -0.868145 -0.459 -0.258 0.068 -0.47
O 2.852234 1.016084 1.458390 1.133 0.816 2.638 -0.49
S 1.047009 -1.215755 0.945422 1.122 -0.782 0.026 0.07
S 2.253861 0.805569 0.190773 -0.338 0.175 -2.362 0.56
Cl 1.903279 -2.433857 -0.698810 0.123 -0.508 -0.178 -0.39
H -1.115397 -1.265894 0.807793 2.426 2.087 -0.996 0.18
```
Forces are in eV/Å.

E_LUMO ... 3.6 eV
Energy above the lowest of the compared OMol25 structures with the same formula, charge and spin ... 72.4 kJ/mol
Net charge ... -1
Structure (SMILES) ... [H]/N=S(/Cl)#S(=O)[O-]
Kohn-Sham gap ... 7.62 eV

***

The following is a quantum chemistry calculation of C36H31F2IrN5O3S as an isolated structure, from OMol25.

```
79
Properties=species:S:1:pos:R:3:forces:R:3:mulliken_spin:R:1
Ir 0.141884 0.628460 0.033139 0.196 0.043 0.100 0.52
F -2.334966 1.759054 4.682065 0.006 -0.004 -0.002 0.00
C -1.320740 1.142315 4.071021 -0.063 0.036 -0.020 -0.01
C -1.226219 1.245485 2.692529 -0.035 0.087 -0.108 0.00
C -0.181144 0.614475 2.034722 -0.153 -0.010 -0.043 0.06
C 0.775168 -0.100993 2.776676 -0.083 0.020 0.172 -0.06
C 0.621070 -0.171224 4.160916 -0.021 0.003 -0.001 0.01
F 1.507110 -0.850626 4.898361 -0.003 0.010 0.016 0.00
C -0.418157 0.436667 4.833141 0.052 -0.050 0.047 0.00
C 1.881427 -0.676259 2.019280 0.142 -0.084 0.001 0.03
C 2.953393 -1.399765 2.537449 0.003 -0.025 -0.005 0.01
C 3.955691 -1.840564 1.696048 0.017 -0.017 0.100 0.00
C 3.890378 -1.552098 0.341787 0.000 0.011 -0.101 0.00
C 2.810254 -0.838007 -0.118358 -0.045 0.014 -0.019 -0.01
N 1.824070 -0.414803 0.691449 -0.001 -0.030 -0.079 -0.01
H -1.982484 1.836052 2.188536 0.072 -0.047 0.058 0.00
H -0.510455 0.362150 5.907002 0.010 -0.001 -0.002 0.00
H 2.996369 -1.611023 3.591209 0.007 -0.010 0.017 0.00
H 4.788367 -2.402330 2.097618 -0.006 -0.006 0.005 0.00
H 4.655871 -1.876589 -0.347657 -0.003 0.009 -0.005 0.00
H 2.705947 -0.600984 -1.166090 -0.019 0.013 -0.027 0.00
C -4.998004 4.949735 2.869670 -0.013 -0.004 -0.004 0.00
O -4.528895 4.052505 1.860060 0.051 0.022 0.020 0.00
C -5.437499 3.253741 1.253751 0.004 -0.048 -0.009 0.00
C -6.795001 3.213915 1.531068 -0.021 -0.001 0.011 0.00
C -7.616506 2.349218 0.817486 0.002 0.019 0.029 0.00
C -7.103096 1.538973 -0.180358 -0.012 -0.037 -0.033 0.00
C -5.747805 1.585019 -0.474774 -0.032 -0.007 -0.047 0.00
C -4.917807 2.422256 0.252373 -0.084 -0.042 0.109 0.00
N -3.524248 2.543750 0.000208 0.027 0.038 -0.122 0.00
C -2.646079 1.543369 -0.140253 -0.071 0.056 -0.029 -0.04
N -3.038124 0.291364 0.050698 -0.067 -0.009 0.083 0.09
C -2.339977 -0.916808 -0.090746 -0.081 0.000 -0.005 0.07
C -0.953859 -1.025489 -0.132774 0.114 -0.045 0.062 0.05
C -0.415795 -2.313023 -0.271344 -0.036 0.063 -0.016 -0.05
C -1.234882 -3.422293 -0.334154 0.025 -0.013 0.001 0.04
C -2.622461 -3.307923 -0.270599 -0.040 0.021 -0.004 -0.01
C -3.179237 -2.053434 -0.153568 -0.023 -0.038 0.008 0.01
O -4.502144 -1.781660 -0.080656 0.038 -0.003 -0.004 0.00
C -5.412574 -2.885729 -0.040676 -0.009 0.008 0.003 0.00
N -1.353632 1.796146 -0.441331 0.099 0.104 -0.125 0.22
C -0.950049 3.064231 -0.949493 -0.134 0.039 0.001 -0.02
C -1.671667 3.794238 -1.894102 -0.051 -0.027 0.050 0.04
C -1.193428 5.008782 -2.356297 -0.065 -0.049 -0.027 -0.02
C 0.015119 5.500294 -1.890917 0.036 0.051 0.002 0.04
C 0.770160 4.771166 -0.983081 0.051 -0.043 0.066 -0.03
C 0.292801 3.554587 -0.528754 -0.005 0.110 -0.122 0.04
O 1.007425 2.713765 0.291476 0.082 -0.054 -0.068 0.02
C 2.211457 3.189240 0.920210 -0.032 -0.060 0.107 -0.01
H -4.124584 5.494534 3.212058 0.000 0.002 0.002 0.00
H -5.433652 4.396467 3.702032 -0.004 -0.001 0.002 0.00
H -5.728013 5.646932 2.457211 -0.002 -0.003 0.002 0.00
H -7.218295 3.845343 2.298351 0.006 -0.003 -0.006 0.00
H -8.673416 2.321541 1.044624 0.001 0.003 -0.002 0.00
H -7.753021 0.886584 -0.746160 -0.005 0.007 0.004 0.00
H -5.353131 0.983409 -1.285834 0.029 0.025 0.018 0.00
H -3.142915 3.465791 0.168442 0.053 -0.033 -0.021 0.00
H -4.018687 0.163382 0.289280 -0.026 0.012 0.000 -0.01
H 0.653027 -2.456123 -0.314345 0.066 0.004 0.000 0.00
H -0.794625 -4.406673 -0.425111 0.004 0.007 0.001 0.00
H -3.243038 -4.189923 -0.316658 0.003 -0.001 -0.001 0.00
H -6.400742 -2.450547 0.063490 -0.001 0.001 0.001 0.00
H -5.199353 -3.525837 0.815425 0.002 -0.001 0.004 0.00
H -5.358313 -3.460022 -0.965583 0.005 0.002 -0.004 0.00
H -2.607935 3.404865 -2.270261 -0.002 -0.003 -0.001 0.00
H -1.763977 5.567272 -3.084829 -0.002 -0.013 -0.007 0.00
H 0.389169 6.449923 -2.248163 0.000 0.000 0.008 0.00
H 1.726493 5.149019 -0.652044 0.009 0.009 0.025 0.00
H 2.012396 4.127540 1.434643 -0.012 -0.005 -0.008 0.00
H 3.005162 3.313678 0.183931 -0.001 0.006 -0.023 0.00
H 2.483879 2.425293 1.642984 0.013 0.007 -0.012 0.00
S 1.837653 1.233096 -4.281614 -0.144 0.066 -0.040 0.00
C 0.875154 -0.176396 -4.230440 0.119 -0.079 0.011 0.00
C 0.399329 -0.375312 -2.978648 -0.115 0.068 -0.043 0.00
N 0.764558 0.600332 -2.076058 -0.023 -0.027 0.043 0.00
C 1.513674 1.514940 -2.649195 0.154 -0.042 0.031 0.00
H 0.718356 -0.787652 -5.103859 0.020 -0.006 0.008 0.00
H -0.227778 -1.192229 -2.656695 0.019 0.022 -0.003 0.00
H 1.912200 2.370446 -2.125340 0.009 -0.034 -0.027 0.00
```
Forces are in eV/Å.

E_LUMO (spin up / spin down) ... -5.1 / -8.1 eV
Spin multiplicity ... 2
Energy above the lowest of the compared OMol25 structures with the same formula, charge and spin ... 11.0 kJ/mol
Net charge ... +2
Kohn-Sham gap (spin up / spin down) ... 8.08 / 4.96 eV

***

The following is a quantum chemistry calculation of one molecule with the formula C5H8O, from OMol25.

```
14
Properties=species:S:1:pos:R:3:forces:R:3:mulliken_charge:R:1
C -2.129157 0.029003 0.402562 -0.054 0.031 0.039 -1.20
C -0.730584 0.571030 0.209355 0.076 0.201 0.056 0.58
O -0.449215 1.728471 0.452798 -0.120 -0.399 -0.063 -0.58
C 0.299451 -0.394360 -0.276766 -0.188 -0.064 -0.030 -0.06
C 1.525487 0.168661 -0.951022 0.102 0.076 -0.142 -0.56
C 1.634562 -0.343059 0.440647 0.151 -0.027 0.157 -0.56
H -2.610741 -0.085226 -0.576396 0.089 0.005 0.112 0.30
H -2.104881 -0.960585 0.872253 0.015 0.155 -0.071 0.35
H -2.715471 0.722170 1.008944 0.082 -0.092 -0.112 0.34
H -0.060361 -1.369522 -0.595757 0.067 0.175 0.072 0.40
H 1.533100 1.245773 -1.090101 -0.024 -0.178 0.056 0.25
H 1.959107 -0.414345 -1.758118 -0.087 0.070 0.157 0.25
H 2.138704 -1.287605 0.622187 -0.087 0.156 -0.072 0.25
H 1.709997 0.389594 1.239418 -0.022 -0.110 -0.158 0.25
```
Forces are in eV/Å.

E_LUMO ... 1.1 eV
Energy above the lowest of the compared OMol25 structures with the same formula, charge and spin ... 77.9 kJ/mol
Net charge ... 0
Structure (SMILES) ... CC(=O)C1CC1
Kohn-Sham gap ... 10.75 eV

***

The following is a quantum chemistry calculation of an isolated ion of composition C2H8IN2 and charge +1, from OMol25.

```
13
Properties=species:S:1:pos:R:3:forces:R:3:mulliken_charge:R:1
C -0.751546 -0.550631 0.503151 -0.525 -1.359 0.142 -0.70
C 0.493643 0.256602 0.935979 1.830 -1.102 -3.283 -0.35
N 1.443084 0.076419 -0.347001 -1.167 -1.772 2.013 -0.63
N -1.035121 -0.046252 -0.915491 -1.940 -3.159 0.714 -0.24
I -0.023939 2.286252 1.093864 0.148 0.306 0.615 0.22
H -0.474402 -1.602843 0.292463 0.043 0.459 0.691 0.36
H -1.635547 -0.541944 1.195155 0.869 0.340 -0.801 0.32
H 1.112995 -0.254896 1.666886 -0.678 0.585 0.849 0.49
H 1.687719 0.857816 -0.880012 0.377 1.870 -0.357 0.24
H 2.304204 -0.456445 -0.164959 -0.766 0.257 0.146 0.21
H -0.001132 -0.097540 -1.104072 0.575 0.707 -1.384 0.44
H -1.503500 0.823691 -0.754187 -0.087 1.033 -0.882 0.25
H -1.616458 -0.750228 -1.521776 1.319 1.836 1.536 0.39
```
Forces are in eV/Å.

E_LUMO ... -3.4 eV
Energy above the lowest of the compared OMol25 structures with the same formula, charge and spin ... 114.0 kJ/mol
Net charge ... +1
Structure (SMILES) ... N[C@@H](I)C[NH3+]
Kohn-Sham gap ... 10.58 eV